Entry 1:
{
  "formula": "H4SSi2",
  "method": "ωB97M-V/def2-TZVPD",
  "species": ["S", "Si", "Si", "H", "H", "H", "H"],
  "xyz": [[1.560, 0.522, 2.426], [-1.914, -0.718, -1.315], [1.189, 0.337, 0.495], [-2.021, -0.877, 0.113], [-0.699, 0.147, -1.221], [0.617, 1.473, -0.225], [1.269, -0.884, -0.274]],
  "total_energy_ev": -26651.9998,
  "gap_ev": 7.507,
  "homo_energy_ev": -9.060,
  "charge": 0,
  "relative_energy_ev": 2.854,
  "lumo_ha": -0.0571
}

Entry 2:
{
  "formula": "H50O25",
  "method": "ωB97M-V/def2-TZVPD",
  "species": ["O", "O", "O", "O", "O", "O", "O", "O", "O", "O", "O", "O", "O", "O", "O", "O", "O", "O", "O", "O", "O", "O", "O", "O", "O", "H", "H", "H", "H", "H", "H", "H", "H", "H", "H", "H", "H", "H", "H", "H", "H", "H", "H", "H", "H", "H", "H", "H", "H", "H", "H", "H", "H", "H", "H", "H", "H", "H", "H", "H", "H", "H", "H", "H", "H", "H", "H", "H", "H", "H", "H", "H", "H", "H", "H"],
  "xyz": [[-2.959, 16.774, 9.920], [-8.657, 14.346, 6.502], [-5.601, 15.397, 6.390], [-5.421, 12.437, 8.224], [-3.003, 16.930, 0.725], [-3.486, 15.025, 4.398], [-5.015, 15.140, 9.932], [3.133, 14.509, 5.184], [-2.534, 18.707, 7.150], [-3.829, 13.121, 2.524], [-1.011, 11.636, 6.090], [-3.841, 19.888, 4.732], [-5.858, 12.794, 0.710], [-6.675, 18.207, 6.493], [-7.598, 15.926, 8.554], [-0.739, 14.993, 5.207], [0.803, 15.076, 8.773], [-2.184, 13.860, 7.332], [0.147, 14.062, 2.716], [-7.433, 17.932, 3.448], [-4.479, 17.518, 3.343], [-8.395, 15.135, 3.698], [-3.650, 14.770, -0.894], [1.112, 16.549, 6.271], [-1.329, 11.949, 3.227], [-3.373, 17.612, 0.164], [-0.063, 11.557, 6.200], [-4.189, 14.199, -0.346], [-1.366, 10.849, 6.503], [-4.231, 16.804, 3.930], [1.910, 16.027, 6.349], [-9.490, 14.190, 6.057], [-0.227, 15.670, 5.650], [-6.842, 18.295, 5.554], [-7.614, 16.828, 8.235], [-0.643, 12.613, 3.293], [-8.436, 15.036, 4.650], [-8.216, 16.066, 3.562], [-5.869, 15.506, 9.701], [-3.994, 19.124, 4.176], [-1.721, 13.120, 6.940], [-6.553, 17.782, 3.100], [-2.824, 13.459, 7.921], [-5.867, 18.697, 6.640], [-8.462, 13.518, 6.942], [1.746, 14.998, 8.633], [-6.652, 12.547, 1.183], [-4.964, 14.320, 9.442], [-1.312, 11.501, 4.072], [-2.104, 16.827, 0.415], [-2.294, 18.071, 7.824], [-6.004, 16.201, 6.716], [3.746, 15.199, 4.929], [-2.276, 19.553, 7.515], [2.409, 14.589, 4.563], [-2.972, 12.731, 2.698], [-2.561, 14.869, 4.593], [-7.646, 18.826, 3.183], [-3.906, 15.081, 5.256], [-2.522, 16.771, 10.772], [-6.361, 12.534, 8.075], [-3.373, 19.542, 5.492], [-0.285, 14.350, 3.520], [-3.885, 13.858, 3.132], [-6.234, 14.710, 6.597], [0.739, 14.780, 2.491], [-1.100, 14.463, 5.917], [-5.115, 11.902, 7.491], [-8.096, 15.432, 7.902], [-5.178, 12.828, 1.384], [-3.492, 15.542, -0.351], [-3.757, 16.265, 10.057], [0.464, 15.412, 7.944], [-3.932, 17.391, 2.567], [1.377, 17.432, 6.526]],
  "total_energy_ev": -52001.8343,
  "gap_ev": 9.288,
  "homo_energy_ev": -9.836,
  "charge": 0,
  "relative_energy_ev": 2.923,
  "lumo_ha": -0.0201
}

Entry 3:
{
  "formula": "H5INP3",
  "method": "ωB97M-V/def2-TZVPD",
  "species": ["I", "P", "P", "P", "N", "H", "H", "H", "H", "H"],
  "xyz": [[-2.646, -0.102, 0.106], [1.664, -0.295, -0.918], [-0.209, 1.898, 0.512], [0.998, 0.386, 1.094], [-1.321, -1.654, 0.079], [-0.811, 2.392, 1.771], [3.058, 0.147, -0.766], [-1.325, -2.225, -0.801], [0.988, 0.836, -1.497], [-0.396, -1.382, 0.421]],
  "total_energy_ev": -37533.4096,
  "gap_ev": [6.163, 5.876],
  "multiplicity": 3,
  "homo_energy_ev": [-6.560, -8.672],
  "charge": 0,
  "s_squared": 2.007,
  "lumo_ha": [-0.0146, -0.1027]
}

Entry 4:
{
  "formula": "H5ISi2",
  "method": "ωB97M-V/def2-TZVPD",
  "species": ["I", "Si", "Si", "H", "H", "H", "H", "H"],
  "xyz": [[0.850, -3.665, -0.213], [0.250, -1.531, -1.421], [0.342, 1.075, 1.063], [-1.031, -1.460, -2.142], [1.164, 1.914, 0.209], [1.111, 1.037, 2.319], [1.483, -1.181, -2.014], [-1.031, 1.613, 1.367]],
  "total_energy_ev": -23933.0408,
  "gap_ev": [7.030, 7.572],
  "multiplicity": 3,
  "homo_energy_ev": [-6.930, -9.879],
  "charge": 0,
  "relative_energy_ev": 0.000,
  "s_squared": 2.003,
  "lumo_ha": [0.0037, -0.0848]
}

Entry 5:
{
  "formula": "H5N2O2PS",
  "method": "ωB97M-V/def2-TZVPD",
  "species": ["S", "P", "O", "O", "N", "N", "H", "H", "H", "H", "H"],
  "xyz": [[3.050, 0.147, 0.511], [1.278, 0.058, -0.264], [0.119, -1.641, 0.117], [1.191, -0.080, -1.847], [-1.031, 0.972, 0.776], [0.337, 1.143, 0.376], [0.979, 1.525, 1.062], [-1.208, -0.037, 1.109], [0.532, -2.140, 0.808], [0.451, -0.304, -2.471], [-1.582, 0.984, -0.013]],
  "total_energy_ev": -27279.9445,
  "gap_ev": 9.808,
  "homo_energy_ev": -9.625,
  "charge": 0,
  "relative_energy_ev": 1.632,
  "lumo_ha": 0.0067
}

Entry 6:
{
  "formula": "H5N2OP",
  "method": "ωB97M-V/def2-TZVPD",
  "species": ["P", "O", "N", "N", "H", "H", "H", "H", "H"],
  "xyz": [[-0.530, -0.022, 0.297], [-2.273, -0.223, -0.580], [0.364, -1.411, 0.012], [0.507, 1.270, -0.033], [-0.862, 0.073, 1.546], [1.222, -0.952, -0.313], [1.143, 1.410, 0.671], [0.292, 1.880, -0.805], [0.136, -2.025, -0.796]],
  "total_energy_ev": -14395.4933,
  "gap_ev": 9.405,
  "homo_energy_ev": -8.831,
  "charge": 0,
  "relative_energy_ev": 3.695,
  "lumo_ha": 0.0211
}